Computed, not measured: a 2-piece molecular cluster, C5H6FIO overall at a distorted geometry, with wB97M-V/def2-TZVPD.

Positions of all 14 atoms, in Å:
C1 -1.89897 -1.00903 -0.75859
C2 -0.88874 -0.07650 -0.65685
C3 1.10646 0.99744 0.28444
C4 2.12807 0.64192 1.32230
C5 0.42080 -0.20560 -0.15886
O1 0.80354 2.08044 -0.06340
F1 0.82274 -1.37037 0.30751
I1 -4.01340 -0.89401 -2.98853
H1 -1.67690 -2.15102 -0.78136
H2 -2.76909 -0.61102 -0.34105
H3 -1.06896 0.98836 -0.77664
H4 2.76500 1.50718 1.41739
H5 1.45902 0.20017 2.16535
H6 2.81043 -0.09796 1.02829

- electronic energy (eV) = -18144.2895
- charge = 0
- ΔE to the lowest compared entry with this formula, charge and spin (kJ/mol) = 115.9
- frontier orbital gap (spin up / spin down) (eV) = 5.7 / 5.7

=====

Computed, not measured: the molecule C5H6FIO at a distorted geometry, with wB97M-V/def2-TZVPD.

Positions of all 14 atoms, in Å:
C1 -0.05971 -2.66994 0.45496
C2 -0.01306 -1.44665 0.73471
C3 -0.41940 1.15747 0.28338
C4 -0.34500 2.26839 -0.71387
C5 0.25055 -0.36756 -0.19170
O1 -0.70446 1.29566 1.41912
F1 -0.21460 -0.63063 -1.47843
I1 2.51938 -0.03626 -0.15870
H1 0.00855 -3.39315 1.28308
H2 0.26702 -3.12303 -0.44540
H3 -0.26293 -1.14893 1.74947
H4 0.50873 2.92207 -0.39732
H5 -0.36152 2.09634 -1.80319
H6 -1.17353 3.07620 -0.73612

- 2S+1 = 3
- electronic energy (eV) = -18142.2904
- charge = 0
- ΔE to the lowest compared entry with this formula, charge and spin (kJ/mol) = 54.2
- expectation value of S² = 2.012
- frontier orbital gap (spin up / spin down) (eV) = 6.9 / 5.4

=====

Computed, not measured: an isolated ion of composition C5H6FN2O2 and charge +1 at a distorted geometry, with wB97M-V/def2-TZVPD.

Positions of all 16 atoms, in Å:
N1 -0.42123 1.34771 1.40426
C1 -0.17161 0.49905 0.39564
N2 -0.66821 -0.75290 0.35827
C2 -0.29500 -1.70099 -0.56966
C3 0.53903 -1.43420 -1.59657
C4 1.13248 -0.06393 -1.69929
O1 2.11321 0.09666 -2.34481
C5 0.53422 1.04818 -0.88419
O2 1.28457 2.09447 -0.50981
F1 -0.54003 1.49329 -1.69996
H1 -0.10353 2.30958 1.25096
H2 -1.00745 1.20779 2.21581
H3 -1.30225 -0.86117 1.12103
H4 -0.63388 -2.65283 -0.43727
H5 0.88001 -2.16454 -2.18418
H6 1.95620 2.47441 -1.08119

- electronic energy (eV) = -15067.2819
- structure (SMILES) = [NH2+]=C1NC=CC(=O)[C@@]1(O)F
- charge = +1
- ΔE to the lowest compared entry with this formula, charge and spin (kJ/mol) = 10.6
- frontier orbital gap (eV) = 8.8

=====

Computed, not measured: a 3-piece molecular cluster, C5H6FNO overall at a distorted geometry, with wB97M-V/def2-TZVPD.

Positions of all 14 atoms, in Å:
C1 1.25521 -0.80854 0.33033
C2 1.00597 0.69260 0.71139
C3 -0.74483 1.10826 -0.49185
C4 -1.12288 -0.06718 0.12032
C5 -0.07724 -0.33199 1.07364
H1 1.60815 -2.31806 -1.41428
H2 0.59815 -0.16216 -1.59146
H3 2.03664 -1.28728 0.89619
H4 1.78307 1.19908 1.26874
H5 -1.20661 1.42506 -1.41590
H6 -0.33974 -0.73639 2.04975
N1 1.59880 -0.91705 -0.98166
O1 0.47280 1.47364 -0.28942
F1 -2.37233 -0.78322 -0.11879

- electronic energy (eV) = -11530.1667
- charge = 0
- ΔE to the lowest compared entry with this formula, charge and spin (kJ/mol) = 771.0
- frontier orbital gap (eV) = 8.6

=====

Computed, not measured: C5H6FNO as an isolated structure at a distorted geometry, with wB97M-V/def2-TZVPD.

Positions of all 14 atoms, in Å:
C1 0.79788 0.66481 0.83483
C2 0.96256 -0.61118 0.47565
C3 -0.20704 1.67103 0.52868
C4 -1.18420 0.19571 -1.04433
C5 -0.08566 -1.30632 -0.19781
N1 -0.86525 1.48956 -0.62173
O1 0.17923 -2.36853 -0.96576
F1 -1.12216 -1.82077 0.73778
H1 1.64991 1.16075 1.28937
H2 1.97302 -1.13583 0.42343
H3 -0.26907 2.68877 0.89876
H4 -0.98958 0.17935 -2.15328
H5 -2.19785 -0.09463 -0.80915
H6 -0.69467 -2.55350 -1.28153

- 2S+1 = 3
- electronic energy (eV) = -11531.3515
- charge = 0
- ΔE to the lowest compared entry with this formula, charge and spin (kJ/mol) = 0.0
- expectation value of S² = 2.036
- frontier orbital gap (spin up / spin down) (eV) = 7.1 / 6.7

=====

Computed, not measured: the molecule C5H6FNO2 at a distorted geometry, with wB97M-V/def2-TZVPD.

Positions of all 15 atoms, in Å:
C1 -0.57193 0.34249 0.33423
C2 0.30403 0.69784 -0.70152
C3 1.26028 0.61105 1.73826
C4 -0.20605 1.13263 -1.98442
C5 -1.03843 -1.97360 0.89577
N1 1.55775 1.16286 -0.47111
O1 1.98102 1.11141 0.80916
O2 -1.29831 -0.51880 0.93698
F1 1.76111 0.81148 2.94753
H1 -0.45441 2.18906 -2.02646
H2 0.63887 1.20744 -2.62679
H3 -0.77631 0.28264 -2.40966
H4 -0.68952 -2.34232 -0.13263
H5 -2.06814 -2.37268 0.94542
H6 -0.39998 -2.34151 1.74523

- electronic energy (eV) = -13577.0658
- charge = 0
- ΔE to the lowest compared entry with this formula, charge and spin (kJ/mol) = 693.9
- frontier orbital gap (eV) = 8.4

=====

Computed, not measured: the molecule C5H6FNS at a distorted geometry, with wB97M-V/def2-TZVPD.

Positions of all 14 atoms, in Å:
C1 -0.71930 2.07644 -0.43394
C2 -0.09126 1.37363 0.56036
C3 0.26054 0.00450 0.17639
N1 -0.64222 -0.90417 -0.16317
S1 -2.35624 -0.74199 0.00623
C4 1.67758 -0.28348 -0.00220
C5 2.57129 0.74919 -0.04797
F1 2.08341 -1.58782 -0.06305
H1 -0.78238 1.68927 -1.51248
H2 -1.14132 3.15257 -0.33519
H3 -0.06270 1.54673 1.69813
H4 -2.58114 0.53045 0.45076
H5 2.27746 1.69278 -0.03340
H6 3.54155 0.35786 -0.17385

- electronic energy (eV) = -20321.8128
- structure (SMILES) = C=C/C(=N\S)C(=C)F
- charge = 0
- ΔE to the lowest compared entry with this formula, charge and spin (kJ/mol) = 232.7
- frontier orbital gap (eV) = 8.7

=====

Computed, not measured: C5H6GdO4 as an isolated structure at a distorted geometry, with wB97M-V/def2-TZVPD.

Positions of all 16 atoms, in Å:
C1 -2.20030 -2.03935 -0.48522
H1 -2.33400 -2.72830 0.35687
H2 -2.76019 -2.27156 -1.39729
C2 -1.47134 -0.91610 -0.36737
H3 -1.28798 -0.31346 -1.26613
H4 0.12599 -1.57425 1.45004
C3 -0.14359 -0.56104 1.10075
C4 1.03125 0.19393 0.67716
O1 2.22030 -0.42381 0.83487
C5 3.35744 0.30631 0.79374
O2 3.43444 1.48345 1.00796
O3 4.33340 -0.51664 0.47228
O4 -0.95253 0.11920 1.93086
H5 0.97765 1.07696 0.03754
H6 5.18662 -0.06943 0.55383
Gd1 -3.23865 0.34913 1.30989

- 2S+1 = 9
- electronic energy (eV) = -34283.7638
- charge = +2
- ΔE to the lowest compared entry with this formula, charge and spin (kJ/mol) = 120.1
- expectation value of S² = 20.956
- frontier orbital gap (spin up / spin down) (eV) = 5.8 / 5.6

=====

> What is the formula in the fourth record?

C5H6FNO